# 1
{
  "formula": "C18H35N2O5",
  "method": "wB97M-V/def2-TZVPD",
  "symbols": ["O", "C", "C", "C", "C", "N", "C", "C", "C", "C", "C", "N", "C", "H", "H", "H", "H", "H", "H", "H", "H", "H", "H", "H", "H", "H", "H", "H", "C", "O", "C", "C", "O", "C", "H", "H", "H", "H", "H", "H", "H", "H", "H", "H", "C", "O", "C", "C", "O", "C", "H", "H", "H", "H", "H", "H", "H", "H", "H", "H"],
  "coordinates": [[1.19790, 1.46218, -1.97105], [-0.06016, 2.22034, -2.06497], [0.31703, 3.79703, -2.31596], [0.30500, 4.21758, -3.90044], [-1.02362, 3.57842, -4.61881], [-0.99758, 2.06602, -4.55069], [0.22259, 1.44073, -5.24832], [0.92911, 2.12434, -6.54395], [2.24237, 1.53687, -7.37289], [2.79001, 0.11477, -6.68093], [1.93612, -0.41104, -5.39808], [0.73916, 0.15036, -4.71058], [-1.16482, 1.60033, -3.11163], [1.89720, 1.85720, -2.58868], [-0.55962, 2.16841, -0.98254], [1.43140, 3.93815, -1.91168], [-0.37110, 4.48786, -1.63712], [0.22461, 5.38479, -3.97860], [1.31903, 3.86966, -4.37157], [-1.22110, 3.97252, -5.70667], [-1.95845, 3.93823, -3.96956], [-1.84011, 1.69600, -5.08404], [0.44908, 3.13496, -6.94706], [2.72584, 2.03766, -8.31295], [3.74162, -0.45373, -7.09878], [2.34691, -1.43113, -4.92744], [-1.26737, 0.41538, -3.01181], [-2.22560, 2.01982, -2.76065], [0.23421, -0.05090, 1.37078], [-1.11828, 0.38902, 1.29958], [-2.01112, -0.48805, 1.99158], [-2.39271, 0.07475, 3.36468], [-1.26486, 0.11461, 4.24412], [-0.70792, 1.42073, 4.34891], [0.88010, 0.77115, 1.04626], [0.52004, -0.33507, 2.38824], [0.38268, -0.89855, 0.69591], [-1.57902, -1.49184, 2.08561], [-2.91669, -0.56924, 1.38163], [-3.13131, -0.58977, 3.82383], [-2.84955, 1.06940, 3.27024], [-1.35106, 2.04405, 4.97732], [-0.57784, 1.89166, 3.37131], [0.27295, 1.33747, 4.82597], [-0.28943, -5.77015, 5.66906], [-0.99921, -4.65789, 5.13342], [-0.57120, -3.41695, 5.70099], [0.37549, -2.66899, 4.75647], [1.61193, -3.37029, 4.59382], [1.66511, -4.09369, 3.36867], [-0.48130, -6.63908, 5.03156], [0.79012, -5.59280, 5.69720], [-0.65326, -5.98962, 6.67677], [-0.10346, -3.57524, 6.68043], [-1.46843, -2.80821, 5.85299], [0.61637, -1.69682, 5.19782], [-0.10091, -2.48663, 3.78346], [1.83049, -3.39900, 2.53975], [0.75349, -4.66995, 3.19178], [2.50913, -4.78788, 3.41727]],
  "charge": 1,
  "homo_lumo_gap_ev": 6.42,
  "de_lowest_kj_mol": 68.0
}

***

# 2
{
  "formula": "C2H5N3",
  "method": "wB97M-V/def2-TZVPD",
  "symbols": ["C", "C", "N", "N", "N", "H", "H", "H", "H", "H"],
  "coordinates": [[-0.53101, -0.65419, 0.67348], [0.78022, -0.14106, -0.00738], [0.07787, 0.88556, -0.87637], [-1.18178, 0.91811, -0.73743], [-1.66374, 0.18106, 0.15614], [-0.65348, -1.77572, 0.56412], [-0.47132, -0.45223, 1.86098], [1.57570, 0.27449, 0.64343], [1.44090, -0.71919, -0.67896], [0.62663, 1.48318, -1.59802]],
  "homo_lumo_gap_ev": 9.75,
  "de_lowest_kj_mol": 208.1
}

***

# 3
{
  "formula": "C20H23N3O3S2",
  "method": "wB97M-V/def2-TZVPD",
  "symbols": ["C", "C", "C", "C", "C", "C", "C", "C", "S", "O", "O", "N", "C", "C", "N", "C", "C", "C", "C", "C", "C", "C", "C", "C", "C", "S", "O", "N", "H", "H", "H", "H", "H", "H", "H", "H", "H", "H", "H", "H", "H", "H", "H", "H", "H", "H", "H", "H", "H", "H", "H"],
  "coordinates": [[-8.75775, -1.02973, -1.31234], [-7.65206, -0.47314, -0.49640], [-6.33385, -0.16514, -0.91331], [-5.73123, 0.31910, 0.22208], [-4.40636, 0.80451, 0.46703], [-3.90529, 1.30383, 1.64395], [-2.55985, 1.69406, 1.53465], [-2.05934, 1.50324, 0.28132], [-0.38251, 1.72135, -0.26395], [0.26656, 2.59297, 0.66280], [-0.41104, 2.03902, -1.65828], [0.25467, 0.22102, -0.09828], [0.05765, -0.78054, -1.11032], [1.40613, -1.50116, -1.36732], [2.34557, -1.33427, -0.27730], [3.31024, -0.29459, -0.38831], [3.06402, 0.88465, -1.08364], [4.03629, 1.86335, -1.15705], [5.25482, 1.67807, -0.53279], [5.52884, 0.49880, 0.14598], [6.86599, 0.30832, 0.79868], [4.56144, -0.50577, 0.20501], [4.87765, -1.81067, 0.87580], [1.67646, -1.40721, 1.00260], [0.68589, -0.23582, 1.19678], [-3.20784, 0.82005, -0.79470], [-6.62440, 0.29711, 1.23197], [-7.79872, -0.19277, 0.77328], [-9.63891, -1.15852, -0.69145], [-8.46549, -1.99066, -1.73199], [-8.98986, -0.35611, -2.13546], [-5.90072, -0.27683, -1.88448], [-4.49368, 1.38207, 2.53977], [-1.97163, 2.11694, 2.32788], [-0.29308, -0.26422, -2.00341], [-0.71159, -1.49922, -0.79036], [1.21828, -2.57661, -1.48000], [1.87336, -1.14079, -2.28297], [2.10708, 1.05942, -1.54931], [3.83044, 2.77966, -1.68919], [6.00573, 2.45378, -0.57645], [6.75091, 0.02640, 1.84409], [7.44831, 1.22474, 0.74820], [7.42905, -0.48111, 0.30036], [4.14889, -2.56402, 0.59147], [4.87445, -1.70706, 1.96154], [5.86739, -2.15417, 0.58157], [1.13691, -2.35926, 1.03710], [2.41326, -1.39494, 1.80449], [1.16882, 0.61633, 1.67722], [-0.16991, -0.55444, 1.81345]],
  "homo_lumo_gap_ev": 7.84,
  "de_lowest_kj_mol": 315.3
}

***

# 4
{
  "formula": "C4H2O2Pt",
  "method": "wB97M-V/def2-TZVPD",
  "symbols": ["H", "C", "C", "O", "O", "Pt", "C", "C", "H"],
  "coordinates": [[-1.73963, 1.40957, -0.89702], [-0.97438, 1.03979, -0.22240], [0.11740, 0.24447, -0.17468], [-0.94340, 1.35496, 1.10171], [0.27362, 0.60676, 1.23310], [0.52736, -0.58687, 2.72990], [0.87238, -1.39251, -1.28667], [1.23679, -0.26213, -0.94615], [0.62985, -2.41404, -1.53778]],
  "charge": 1,
  "multiplicity": 4,
  "homo_lumo_gap_ev": [5.46, 4.69],
  "de_lowest_kj_mol": 264.2
}

***

# 5
{
  "formula": "CH6O2Si2",
  "method": "wB97M-V/def2-TZVPD",
  "symbols": ["O", "C", "Si", "O", "Si", "H", "H", "H", "H", "H", "H"],
  "coordinates": [[0.41249, 1.78369, -0.74848], [0.57939, 0.65636, -0.38904], [2.20844, -0.33533, 0.04693], [-0.50591, -0.28954, -0.02739], [-2.16723, -0.03746, -0.02841], [3.28148, 0.61999, -0.01295], [1.65578, -0.78030, 1.24238], [1.96664, -1.63958, -0.55351], [-2.59597, -1.33062, -0.28434], [-2.70307, 0.99170, -0.74099], [-2.13202, 0.36109, 1.49581]],
  "homo_lumo_gap_ev": 10.85,
  "de_lowest_kj_mol": 333.1
}

***

# 6
{
  "formula": "C3H4O3Pt",
  "method": "wB97M-V/def2-TZVPD",
  "symbols": ["O", "C", "O", "O", "C", "C", "H", "H", "H", "Pt", "H"],
  "coordinates": [[0.81526, -1.02155, -1.26484], [-0.07273, -0.07338, -1.20450], [0.57358, 1.04010, -1.01658], [-1.22980, -0.27858, -0.66057], [-0.54330, -0.36980, 1.55072], [-0.07663, -1.58616, 1.82222], [-1.34544, 0.35616, 1.63984], [-0.49555, -2.46221, 1.32496], [0.87708, -1.83130, 2.29160], [1.71407, -0.02348, -0.04368], [0.68581, 0.58034, 1.62938]],
  "multiplicity": 3,
  "homo_lumo_gap_ev": [6.32, 7.24],
  "de_lowest_kj_mol": 503.0
}

***

# 7
{
  "formula": "C24H19F5N14O3S3ScTe",
  "method": "wB97M-V/def2-TZVPD",
  "symbols": ["Sc", "N", "C", "N", "N", "N", "N", "C", "N", "N", "N", "N", "H", "N", "C", "C", "C", "C", "C", "C", "S", "N", "C", "C", "C", "C", "C", "C", "N", "H", "H", "H", "H", "H", "H", "H", "H", "H", "O", "C", "C", "C", "C", "C", "C", "C", "O", "N", "N", "C", "S", "C", "C", "S", "H", "H", "H", "H", "H", "H", "H", "H", "H", "F", "Te", "F", "F", "F", "F", "O"],
  "coordinates": [[0.08949, -1.03148, 0.68734], [-0.68923, -2.38754, 3.87100], [-0.37446, -1.06095, 3.80551], [-0.15216, -0.32113, 4.87914], [0.05876, 0.91339, 4.40281], [-0.01137, 0.93141, 3.12327], [-0.29043, -0.32965, 2.67341], [-1.00750, -3.15502, 2.77754], [-1.61681, -4.32354, 2.83678], [-1.74061, -4.70461, 1.55161], [-1.24645, -3.81767, 0.76545], [-0.75333, -2.80373, 1.51186], [-0.86942, -2.77690, 4.77840], [2.60546, 3.16884, 0.42938], [3.96327, 2.82714, 0.51273], [4.92677, 3.70951, 0.04408], [6.26769, 3.36042, 0.08909], [6.65634, 2.12635, 0.58514], [5.70247, 1.24597, 1.07268], [4.36819, 1.60780, 1.04301], [3.13346, 0.52659, 1.71712], [1.71507, 1.11297, 1.10651], [1.59260, 2.26131, 0.57844], [0.24717, 2.63103, 0.08300], [-0.09172, 3.95298, -0.18024], [-1.35514, 4.24204, -0.66740], [-2.23233, 3.19565, -0.87103], [-1.81156, 1.90746, -0.56404], [-0.60408, 1.61606, -0.09308], [2.40931, 3.98959, -0.11338], [4.62138, 4.67017, -0.35474], [7.00918, 4.06183, -0.27025], [7.69910, 1.84044, 0.58825], [5.98190, 0.27527, 1.46053], [0.60141, 4.76180, 0.00763], [-1.63896, 5.26236, -0.88898], [-3.22856, 3.35576, -1.25822], [-2.48790, 1.08198, -0.73083], [0.76411, -1.10945, -3.70087], [-0.46749, -1.50302, -4.06147], [-0.67917, -1.74353, -5.42280], [-1.91360, -2.14488, -5.88674], [-2.97490, -2.32658, -5.00323], [-2.78124, -2.08729, -3.65860], [-1.54676, -1.65586, -3.16894], [-1.39185, -1.35449, -1.73253], [-0.20331, -1.19280, -1.23753], [-2.48559, -1.19325, -1.04050], [-2.24448, -0.93375, 0.30623], [-3.32323, -0.72854, 0.95417], [-3.36161, -0.37910, 2.66003], [-5.13608, -0.79005, 2.80487], [-5.82645, -0.23297, 1.58155], [-4.88100, -0.76584, 0.11315], [0.85204, -1.12611, -2.72753], [0.16432, -1.61710, -6.08950], [-2.05500, -2.32683, -6.94533], [-3.94024, -2.65444, -5.36621], [-3.58264, -2.23048, -2.94705], [-5.50083, -0.34702, 3.73066], [-5.22756, -1.87443, 2.85603], [-5.85016, 0.85632, 1.60571], [-6.84022, -0.61809, 1.47282], [4.56306, -1.62181, 1.62439], [3.16367, -1.58366, 0.19038], [4.64104, -0.84230, -0.80386], [2.27956, -0.14248, -0.89891], [4.06370, -3.26196, 0.03516], [2.51627, -2.37630, -1.43498], [1.75862, -2.01584, 1.20190]],
  "charge": -1,
  "homo_lumo_gap_ev": 6.34,
  "de_lowest_kj_mol": 163.1
}

***

# 8
{
  "formula": "B2H8Tl",
  "method": "wB97M-V/def2-TZVPD",
  "symbols": ["Tl", "B", "H", "H", "H", "H", "B", "H", "H", "H", "H"],
  "coordinates": [[-12.04887, -19.88847, -16.48162], [-10.86655, -20.30221, -18.18820], [-11.78438, -20.86710, -18.24043], [-11.13936, -19.27179, -18.02072], [-10.21265, -20.66694, -17.41127], [-10.41777, -20.34570, -19.16848], [-14.14281, -20.01318, -16.99972], [-15.12886, -20.20231, -17.39490], [-14.17646, -19.27737, -16.21124], [-13.66320, -20.89858, -16.61204], [-13.50704, -19.70077, -17.81362]],
  "charge": 1,
  "homo_lumo_gap_ev": 7.78,
  "de_lowest_kj_mol": 136.0
}

***

# 9
{
  "formula": "C20H48BClN2O8",
  "method": "wB97M-V/def2-TZVPD",
  "symbols": ["C", "C", "Cl", "C", "C", "O", "C", "C", "N", "B", "O", "N", "C", "C", "H", "H", "H", "H", "H", "H", "H", "H", "H", "H", "H", "H", "H", "H", "H", "H", "H", "H", "H", "H", "C", "O", "C", "C", "O", "C", "C", "O", "C", "H", "H", "H", "H", "H", "H", "H", "H", "H", "H", "H", "H", "H", "H", "C", "O", "C", "C", "O", "C", "C", "O", "C", "H", "H", "H", "H", "H", "H", "H", "H", "H", "H", "H", "H", "H", "H"],
  "coordinates": [[-2.34363, 0.55533, 10.45294], [-3.51333, 0.26740, 9.52842], [-5.01496, 0.99049, 10.22706], [-3.31440, 0.73525, 8.08350], [-2.76424, -0.33651, 7.12668], [-1.46913, -0.05697, 6.63449], [-0.34928, -0.62241, 7.30092], [0.60684, 0.46025, 7.80371], [1.96761, -0.10273, 7.81959], [0.58641, 1.73986, 6.83088], [0.23286, 2.95987, 7.35686], [1.06468, 1.69063, 5.45436], [1.98670, 2.77535, 5.13414], [0.04160, 1.50999, 4.41844], [-1.49766, -0.08379, 10.18244], [-2.04276, 1.60293, 10.36357], [-2.60150, 0.35570, 11.49327], [-3.72102, -0.80552, 9.52811], [-4.27208, 1.10020, 7.70910], [-2.62389, 1.58606, 8.05155], [-3.40304, -0.41214, 6.24392], [-2.76257, -1.32595, 7.60746], [-0.71100, -1.25744, 8.12246], [0.19968, -1.25287, 6.59212], [0.28850, 0.76079, 8.81822], [2.62482, 0.52448, 8.26877], [1.99601, -0.95929, 8.36508], [0.00341, 2.92431, 8.29328], [1.49822, 3.75763, 5.05043], [2.76324, 2.83673, 5.90217], [2.49640, 2.55667, 4.18956], [0.06786, 2.35790, 3.72442], [0.20859, 0.58950, 3.84668], [-0.96837, 1.45085, 4.82765], [2.43379, -0.58108, 2.08158], [1.90887, -0.74418, 0.78455], [0.51189, -0.54237, 0.73580], [0.05425, -0.32115, -0.68771], [0.38818, 0.96320, -1.18727], [1.67109, 1.08515, -1.77904], [1.69478, 0.70570, -3.24206], [1.64286, -0.69700, -3.39486], [1.32039, -1.08337, -4.71093], [2.03583, -1.32752, 2.77973], [3.51302, -0.70299, 2.01279], [2.20879, 0.41399, 2.48049], [0.23408, 0.32946, 1.34250], [-0.01562, -1.41840, 1.14247], [-1.03738, -0.36355, -0.68981], [0.44054, -1.11069, -1.33638], [2.41611, 0.50618, -1.22837], [1.92563, 2.14509, -1.71099], [2.61569, 1.10509, -3.69282], [0.84151, 1.17309, -3.75129], [0.35497, -0.67241, -5.02563], [1.27126, -2.17032, -4.72903], [2.07796, -0.75153, -5.43050], [0.14671, 1.82147, -11.36368], [0.20883, 0.51006, -10.85720], [1.34815, 0.29105, -10.05245], [1.19280, -0.96712, -9.22890], [0.30988, -0.82402, -8.12879], [-1.07891, -0.92365, -8.39715], [-1.57372, -2.34455, -8.54654], [-1.21684, -2.87347, -9.80634], [-1.35928, -4.27228, -9.86468], [0.99511, 2.04303, -12.02261], [-0.77417, 1.90544, -11.93713], [0.13766, 2.56135, -10.55483], [1.50807, 1.14514, -9.38076], [2.24417, 0.18533, -10.68192], [2.16779, -1.18438, -8.78705], [0.90109, -1.80314, -9.86827], [-1.35861, -0.33376, -9.27281], [-1.56902, -0.50249, -7.51676], [-2.66760, -2.34601, -8.43051], [-1.15017, -2.96124, -7.74214], [-0.73960, -4.76820, -9.10840], [-1.04075, -4.59077, -10.85511], [-2.40064, -4.58075, -9.71145]],
  "homo_lumo_gap_ev": 8.77
}

***

# 10
{
  "formula": "C2H4O2P",
  "method": "wB97M-V/def2-TZVPD",
  "symbols": ["C", "C", "O", "O", "P", "H", "H", "H", "H"],
  "coordinates": [[-0.00288, -0.83660, 0.44535], [-0.62440, 0.09501, -0.66729], [1.52466, 1.96779, -0.21974], [0.59805, 0.03615, 1.30008], [0.26080, 1.60577, 0.43839], [-0.89963, -1.40592, 0.90482], [0.77319, -1.39462, -0.00311], [0.01934, 0.05805, -1.51439], [-1.64913, -0.12563, -0.68410]],
  "charge": -1,
  "homo_lumo_gap_ev": 7.21,
  "de_lowest_kj_mol": 119.9
}

***

Number 1: E -32433.4235 eV. Number 2: E -6622.7805 eV. Number 3: E -53394.7376 eV. Number 4: E -11500.3362 eV. Number 5: E -20982.9451 eV. Number 6: E -12554.6209 eV. Number 7: E -126292.7452 eV. Number 8: E -6158.4700 eV. Number 9: E -54075.2589 eV. Number 10: E -15523.1366 eV.